174
Properties=species:S:1:pos:R:3:lowdin_charge:R:1 method="wB97M-V/def2-TZVPD" de_lowest_kj_mol=107.6 e_homo_ev=-7.74 fmax_ev_per_a=3.97 e_tot_ev=-120777.5142 homo_lumo_gap_ev=8.09
O 14.857 -2.546 21.888 0.003
O 12.284 -10.340 23.741 0.062
O 20.422 -3.114 26.216 0.049
O 24.621 -8.340 21.477 0.020
O 19.849 -3.700 21.902 0.005
O 8.977 -4.588 22.641 0.030
O 23.924 -4.569 19.322 0.024
O 12.300 -2.624 21.710 0.000
O 15.084 -3.790 15.771 -0.023
O 17.745 -8.896 14.372 -0.019
O 19.856 -7.293 18.754 0.009
O 12.791 -10.167 15.724 0.035
O 13.742 -6.515 24.865 0.042
O 19.127 -3.489 11.994 0.084
O 14.595 -8.779 19.017 0.003
O 23.500 -5.411 25.727 0.051
O 12.435 -4.734 16.694 0.070
O 18.167 -9.702 22.313 0.018
O 19.127 -3.844 16.630 0.028
O 16.037 -1.012 16.770 0.004
O 18.277 -5.530 20.674 -0.015
O 15.224 -4.063 24.736 -0.016
N 20.416 -10.112 22.107 0.018
N 18.572 -8.332 16.440 0.021
N 12.391 -4.062 19.996 0.085
N 16.348 -6.155 19.786 0.048
C 21.699 -3.895 19.230 -0.001
C 17.287 -2.747 24.415 0.005
C 15.770 -1.406 18.058 -0.339
C 22.748 -4.509 18.587 -0.308
C 18.865 -10.768 20.313 0.006
C 11.640 -6.935 17.130 -0.017
C 18.586 -2.515 24.819 -0.030
C 22.543 -4.982 24.871 -0.383
C 12.579 -6.066 16.544 -0.301
C 13.608 -7.971 15.509 -0.016
C 22.117 -8.156 18.800 -0.016
C 11.717 -8.263 16.876 -0.092
C 11.888 -2.982 20.618 -0.560
C 14.524 -1.053 20.059 -0.004
C 16.721 -4.851 14.398 -0.019
C 14.794 -0.727 18.764 -0.018
C 20.707 -9.312 23.253 -0.082
C 17.197 -4.736 25.746 -0.011
C 20.776 -4.071 22.871 -0.291
C 22.652 -4.875 17.201 0.022
C 16.543 -3.849 24.932 -0.356
C 22.864 -3.841 24.139 -0.016
C 16.236 -2.777 19.981 0.022
C 21.396 -4.644 16.598 -0.024
C 22.470 -7.207 21.405 -0.014
C 12.576 -9.397 20.231 -0.006
C 16.528 -2.371 18.666 -0.007
C 12.575 -6.021 24.369 -0.314
C 19.110 -10.195 21.689 -0.508
C 10.196 -5.007 23.075 -0.316
C 16.796 -5.871 18.467 -0.042
C 23.300 -8.442 19.504 -0.009
C 17.941 -9.206 15.582 -0.523
C 12.661 -8.811 16.063 -0.352
C 23.446 -7.987 20.833 -0.318
C 17.822 -4.821 13.547 -0.029
C 13.536 -6.628 15.702 -0.010
C 21.284 -6.989 20.699 -0.013
C 17.448 -10.475 16.127 -0.006
C 20.479 -3.685 18.549 0.002
C 21.087 -7.472 19.426 -0.277
C 10.535 -6.401 23.050 -0.011
C 15.211 -2.140 20.649 -0.324
C 14.192 -9.650 22.518 -0.009
C 13.320 -5.041 20.685 0.012
C 12.799 -9.921 22.580 -0.353
C 16.730 -6.477 22.136 0.042
C 10.852 -2.225 19.870 0.025
C 21.393 -5.704 24.663 -0.017
C 12.225 -4.645 24.363 -0.033
C 20.556 -5.258 23.631 -0.037
C 20.291 -4.046 17.250 -0.367
C 19.156 -3.315 25.789 -0.353
C 17.182 -6.066 20.799 -0.563
C 12.007 -9.787 21.442 -0.017
C 11.100 -4.163 23.756 -0.049
C 13.963 -9.155 20.195 -0.285
C 17.455 -2.441 13.316 0.017
C 14.779 -9.273 21.353 -0.031
C 16.057 -3.686 14.754 -0.286
C 19.026 -6.996 16.011 -0.067
C 11.622 -6.882 23.819 -0.014
C 22.014 -3.362 23.081 0.020
C 18.176 -3.634 12.947 -0.318
C 16.414 -2.442 14.260 -0.005
C 18.514 -4.483 26.183 -0.005
H 10.386 -2.856 19.070 0.103
H 14.307 0.156 18.288 0.136
H 17.830 -10.718 20.021 0.074
H 17.186 -6.849 18.073 0.095
H 15.844 -9.113 21.379 0.089
H 18.421 -5.727 13.305 0.126
H 13.754 -0.631 20.669 0.116
H 14.291 -6.005 15.268 0.087
H 19.007 -5.074 26.913 0.109
H 21.428 -4.845 15.574 0.092
H 16.695 -5.524 22.696 0.096
H 8.429 -5.330 22.314 0.116
H 14.342 -4.805 20.499 0.041
H 16.562 -10.365 16.744 0.085
H 16.628 -5.627 26.104 0.134
H 19.294 -11.771 20.227 0.087
H 21.757 -9.474 23.484 0.097
H 11.868 -7.946 23.725 0.089
H 23.893 -3.548 24.315 0.117
H 19.650 -3.246 19.148 0.125
H 12.882 -3.902 24.875 0.124
H 11.382 -1.382 19.447 0.079
H 9.915 -7.177 22.525 0.117
H 19.277 -4.458 21.719 0.036
H 17.569 -5.122 18.492 0.070
H 10.783 -3.156 23.836 0.108
H 19.133 -1.665 24.430 0.125
H 11.941 -4.340 19.153 0.090
H 18.242 -10.819 16.806 0.079
H 15.716 -6.936 22.151 0.082
H 21.803 -3.647 20.271 0.090
H 13.087 -4.926 21.769 0.086
H 16.896 -3.559 20.451 0.124
H 10.155 -1.821 20.620 0.101
H 16.024 -0.046 16.673 0.122
H 11.897 -9.169 19.386 0.103
H 24.652 -7.958 22.396 0.130
H 10.989 -9.925 21.583 0.096
H 23.455 -5.224 16.614 0.097
H 16.478 -5.784 14.843 0.097
H 22.139 -8.496 17.749 0.128
H 21.150 -6.554 25.245 0.114
H 19.372 -6.621 19.208 0.043
H 12.184 -10.584 16.355 0.097
H 24.262 -5.469 19.216 0.094
H 13.978 -8.659 18.270 0.080
H 14.419 -5.842 24.854 0.049
H 23.618 -4.708 26.329 0.085
H 13.082 -6.062 20.391 0.081
H 15.450 -3.420 16.601 0.083
H 17.787 -1.479 12.883 0.121
H 10.889 -6.525 17.800 0.121
H 13.004 -10.208 24.343 0.095
H 19.477 -4.265 11.688 0.058
H 20.009 -6.780 16.429 0.058
H 20.460 -8.284 23.106 0.050
H 17.267 -2.824 18.071 0.084
H 22.226 -2.533 22.352 0.125
H 10.919 -9.019 17.129 0.143
H 13.032 -4.280 16.150 0.052
H 18.754 -8.654 17.383 0.098
H 20.010 -9.610 24.034 0.091
H 19.436 -10.235 19.554 0.064
H 17.431 -11.225 15.349 0.088
H 14.867 -9.831 23.364 0.134
H 22.502 -6.809 22.383 0.093
H 20.527 -6.493 21.239 0.082
H 15.995 -1.566 14.712 0.094
H 19.062 -6.983 14.905 0.073
H 14.429 -8.543 14.925 0.164
H 16.742 -1.978 23.855 0.118
H 13.890 -2.402 21.966 0.048
H 20.861 -2.432 25.705 0.098
H 18.319 -6.196 16.320 0.059
H 19.293 -3.579 15.694 0.128
H 19.630 -5.778 23.405 0.110
H 21.111 -10.378 21.429 0.134
H 24.011 -9.091 19.037 0.107
H 15.916 -5.667 17.823 0.103
H 14.955 -3.551 23.879 0.140
H 15.559 -6.774 19.918 0.111
H 17.466 -7.223 22.496 0.095

=====

124
Properties=species:S:1:pos:R:3:lowdin_spin:R:1 method="wB97M-V/def2-TZVPD" de_lowest_kj_mol=37.7 e_homo_ev="-5.89 / -6.97" spin_multiplicity=3 fmax_ev_per_a=1.11 e_tot_ev=-157909.2940 homo_lumo_gap_ev="5.45 / 4.96"
Ti 0.556 -0.146 -0.108 0.040
Cl -6.376 -3.798 -5.951 0.001
Cl 3.357 3.100 -8.612 0.003
Cl 4.153 -7.332 4.235 0.000
Cl 7.100 5.667 3.909 0.002
O 1.872 -3.864 -0.229 0.009
O -2.417 2.064 2.056 0.002
N 1.631 -1.625 -0.552 0.014
N 1.885 1.426 -0.711 0.071
N -0.869 -1.745 -0.368 0.167
N -0.360 0.112 -2.124 0.039
N 2.011 -0.159 1.470 0.015
N -0.303 -0.750 1.668 0.009
N -0.888 1.517 0.508 0.003
C 0.114 0.959 -3.078 0.131
C -1.216 -0.020 2.307 0.003
C -5.619 -2.561 -3.674 0.002
C -2.587 3.068 1.043 0.000
C -0.211 4.802 0.656 0.000
C -1.994 -3.669 -0.835 0.001
C 2.284 1.393 -6.809 0.000
C 2.226 1.721 -2.028 0.021
C 2.373 3.238 -4.748 0.013
C 2.821 3.596 -6.010 -0.001
C 3.471 2.449 -2.059 0.056
C 2.051 -3.732 2.464 0.001
C -0.603 3.907 -0.333 0.000
C 2.789 2.665 -7.033 0.011
C -5.202 -3.126 -4.867 0.003
C 2.604 0.874 2.158 0.091
C -4.675 -2.031 -2.805 0.009
C 4.822 5.126 2.560 0.001
C 4.098 -4.889 3.078 0.001
C 3.444 -3.788 2.556 0.004
C -0.862 1.189 -4.086 0.045
C 3.896 4.266 1.996 0.007
C -1.520 2.742 -0.031 0.001
C 5.785 -1.396 -1.308 0.000
C 0.848 6.199 -0.994 0.000
C 4.046 2.884 2.074 0.005
C -0.132 -2.159 1.922 0.032
C 3.790 2.734 -0.782 -0.009
C 2.137 -1.250 2.229 0.120
C 2.710 -0.925 3.489 0.062
C 2.823 2.074 0.058 0.101
C 1.340 -4.861 2.852 0.000
C -0.241 4.160 -1.651 0.002
C -2.928 -2.623 -4.335 0.010
C -3.858 -3.165 -5.206 0.002
C 5.931 4.600 3.203 0.005
C 3.892 -1.124 -3.308 0.001
C 3.525 -1.686 -2.095 0.000
C -1.778 -2.261 -1.168 0.071
C -0.349 -2.766 0.453 0.021
C 1.894 1.956 -4.479 0.012
C 4.484 -1.821 -1.094 0.000
C 2.991 0.417 3.454 0.081
C 1.433 1.531 -3.133 0.152
C 1.979 -5.969 3.391 0.000
C 1.288 -2.709 0.284 0.031
C 6.117 3.229 3.279 0.000
C 0.499 5.286 -1.976 0.000
C -1.937 0.400 -3.781 0.105
C -2.283 -1.493 -2.222 0.200
C 5.194 -0.694 -3.525 0.000
C 1.444 -2.498 1.833 0.017
C 5.176 2.380 2.719 0.006
C -1.466 1.238 1.621 0.003
C 3.051 1.981 1.449 0.078
C 3.355 -5.970 3.523 0.000
C -3.324 -2.049 -3.126 0.023
C -1.597 -0.321 -2.601 0.050
C 2.101 -2.140 -1.833 0.001
C -1.117 -3.985 0.137 0.006
C -1.965 -0.451 3.367 0.002
C 1.973 -3.670 -1.636 0.000
C -1.793 -1.814 3.734 0.004
C -0.960 -2.632 3.055 0.001
C 0.481 5.957 0.321 0.000
C 6.143 -0.827 -2.524 0.000
C 1.835 1.053 -5.547 0.014
H 0.769 5.470 -3.009 0.000
H -0.463 4.625 1.696 0.000
H 4.687 6.198 2.503 0.000
H -2.674 0.203 3.849 0.000
H 2.841 -4.219 -1.996 0.000
H 2.246 0.677 -7.619 0.000
H 2.898 -1.609 4.301 0.001
H -2.003 2.457 -0.969 0.001
H 5.460 -0.250 -4.477 0.000
H -3.605 3.001 0.663 0.000
H 5.178 -4.910 3.140 0.000
H -4.996 -1.589 -1.870 0.001
H 4.646 3.281 -0.423 -0.002
H -1.876 -2.642 -4.592 0.000
H 6.997 2.832 3.766 0.000
H 3.190 4.595 -6.200 0.000
H 4.191 -2.261 -0.148 0.000
H -0.919 -3.674 3.328 0.000
H 1.406 -6.832 3.701 0.000
H 3.425 1.021 4.233 0.002
H 1.389 7.101 -1.248 0.000
H -0.558 3.479 -2.433 0.002
H -2.447 4.047 1.494 0.000
H 6.523 -1.506 -0.523 0.000
H 0.724 6.677 1.093 0.000
H 1.458 -1.815 -2.659 0.000
H -6.671 -2.527 -3.429 0.000
H 2.365 3.981 -3.962 0.000
H 0.270 -4.914 2.730 0.000
H 1.068 -4.049 -2.125 0.000
H 3.155 -1.023 -4.093 0.000
H -0.755 1.859 -4.923 0.000
H 3.038 4.662 1.480 0.002
H -2.708 -4.315 -1.324 0.000
H -2.865 0.295 -4.318 0.005
H 4.032 -2.948 2.210 0.003
H 7.161 -0.499 -2.691 0.000
H -2.378 -2.217 4.552 0.000
H -0.967 -4.946 0.604 0.000
H 4.029 2.706 -2.942 0.002
H 5.339 1.311 2.758 0.000
H 1.424 0.064 -5.387 0.001
H -3.548 -3.607 -6.142 0.000

=====

140
Properties=species:S:1:pos:R:3:lowdin_spin:R:1 method="wB97M-V/def2-TZVPD" e_homo_ev="-6.30 / -5.51" spin_multiplicity=2 fmax_ev_per_a=3.22 e_tot_ev=-157433.6590 homo_lumo_gap_ev="6.12 / 5.32"
V -0.087 -0.391 -0.713 1.023
Cl -5.709 2.121 -5.574 -0.001
S -0.778 0.538 1.517 -0.004
P 1.185 -1.833 1.850 0.005
P 1.150 2.505 0.062 0.001
Si -0.825 -3.292 -2.192 -0.001
Si 0.055 -1.070 -4.200 0.000
O 0.158 0.358 2.660 0.006
N 1.737 -0.607 -1.151 0.008
C -1.676 2.051 1.966 -0.005
C -0.106 3.701 0.700 0.000
C -1.338 -4.409 3.871 0.001
C 4.148 -0.246 5.035 0.000
C -2.587 -3.995 3.513 -0.001
C 2.834 -0.482 5.409 0.000
C -1.636 -1.964 2.426 -0.003
C 2.200 -3.390 1.614 0.001
C 2.337 -3.876 0.320 0.000
C 3.614 -0.936 2.800 0.000
C -4.378 -1.438 1.728 0.000
C -2.709 1.963 2.868 -0.001
C 2.751 -2.199 -2.610 0.003
C -2.301 2.108 -3.482 -0.002
C -1.688 -1.053 -4.930 0.000
C 3.600 3.049 3.272 0.000
C 4.106 -0.806 -1.209 0.000
C 0.146 5.043 0.477 0.000
C -2.948 6.611 2.115 0.000
C 4.595 3.911 2.833 0.000
C -2.088 4.402 1.858 0.000
C -4.755 0.831 -3.390 0.001
C 3.137 -4.974 0.034 0.000
C -3.230 4.274 2.674 0.000
C -4.064 -2.546 2.462 -0.005
C -3.515 3.059 3.223 0.000
C -0.643 -4.582 -3.576 -0.001
C 0.587 3.860 -2.377 0.000
C 2.564 3.110 1.088 0.000
C -1.854 5.750 1.538 0.000
C -2.615 -2.663 -2.136 0.001
C -0.722 -4.321 -0.592 0.001
C 1.908 -0.947 4.484 0.000
C -4.489 1.752 -4.389 -0.003
C 3.057 3.266 -3.479 0.000
C -2.033 -0.743 1.791 -0.001
C 1.529 3.183 -1.603 0.000
C 4.571 4.374 1.527 0.000
C -2.718 -2.791 2.796 0.000
C 2.598 2.643 2.405 0.000
C 2.949 -0.253 -0.699 -0.010
C -3.789 0.563 -2.436 -0.002
C 2.756 2.864 -2.188 -0.001
C 2.292 -1.188 3.173 0.000
C -1.557 0.952 -1.375 0.005
C -0.717 6.080 0.858 0.000
C 4.535 -0.466 3.720 0.000
C -3.259 2.385 -4.443 0.001
C 0.184 -1.715 -2.421 -0.001
C 4.004 -1.795 -2.184 -0.014
C -2.536 1.194 -2.446 0.004
C -3.947 -4.609 3.728 0.000
C -0.324 -2.482 2.709 0.001
C 1.614 -1.581 -2.085 0.000
C -4.930 -3.662 2.991 -0.001
C 2.931 -4.022 2.626 0.000
C 0.887 4.257 -3.671 0.000
C 3.722 -5.124 2.350 0.000
C 3.561 3.982 0.659 0.000
C 0.848 0.646 -4.193 -0.001
C 3.828 -5.607 1.052 0.000
C -3.346 -0.533 1.424 -0.006
C -0.233 -3.653 3.435 -0.001
C -1.261 3.327 1.456 0.000
C 1.057 -2.128 -5.442 0.000
C 2.128 3.976 -4.223 0.000
C -3.911 5.611 2.804 0.000
H -2.104 0.528 -0.514 0.000
H -1.347 -5.403 -3.418 0.000
H -1.621 -0.780 -5.986 0.000
H -0.510 -3.719 0.293 0.000
H -0.465 7.108 0.629 0.000
H 1.933 0.563 -4.089 0.000
H 1.194 -3.157 -5.104 0.000
H 3.558 4.373 -0.350 0.000
H -1.700 -4.786 -0.440 0.000
H 4.898 -2.237 -2.604 -0.001
H 4.460 -6.460 0.837 0.000
H -2.862 -2.360 -1.112 0.000
H -4.342 2.913 3.907 0.000
H -5.720 0.342 -3.351 0.000
H -0.836 -4.155 -4.563 0.000
H 0.022 -5.117 -0.638 0.000
H -2.757 -1.800 -2.784 0.000
H 0.143 4.788 -4.253 0.000
H -3.057 3.102 -5.229 0.000
H -3.329 -3.437 -2.434 0.000
H -5.437 -4.168 2.169 0.000
H 0.637 1.201 -5.110 0.000
H 5.070 -0.480 -0.841 0.000
H -4.007 -0.156 -1.654 0.000
H -2.924 1.009 3.328 0.000
H -5.700 -3.278 3.661 0.000
H -4.875 5.582 2.293 0.000
H -3.614 0.383 0.912 0.000
H -4.098 5.874 3.845 0.000
H 2.363 4.302 -5.228 0.000
H 0.363 -5.011 -3.593 0.000
H 4.272 -5.602 3.151 0.000
H 2.905 -3.637 3.638 0.000
H 1.836 1.954 2.748 0.000
H 2.046 -1.702 -5.625 0.000
H -2.539 7.323 2.833 0.000
H 3.218 -5.329 -0.987 0.000
H -1.340 2.606 -3.542 0.000
H 0.884 -1.132 4.786 0.000
H 4.869 0.104 5.764 0.000
H 5.386 4.222 3.504 0.000
H -3.446 7.189 1.336 0.000
H -1.177 -5.324 4.428 0.000
H 2.525 -0.307 6.433 0.000
H -0.391 4.086 -1.974 0.000
H -3.988 -5.624 3.329 0.000
H 2.640 -2.988 -3.341 0.000
H -4.178 -4.673 4.792 0.000
H 3.489 2.303 -1.621 0.000
H 0.532 -2.172 -6.399 0.000
H 0.745 -4.050 3.654 0.000
H 4.017 3.016 -3.912 0.000
H 3.608 2.683 4.290 0.000
H 1.070 5.308 -0.022 0.000
H 5.341 5.052 1.179 0.000
H 3.927 -1.148 1.784 0.000
H -2.341 -0.330 -4.440 0.000
H -1.096 1.902 -1.084 0.004
H 5.557 -0.279 3.414 0.000
H 2.983 0.484 0.094 0.000
H -5.392 -1.230 1.409 0.000
H 1.813 -3.385 -0.482 0.000
H -2.156 -2.038 -4.870 0.000
H 0.480 1.220 -3.341 0.000